(1)
{"formula": "C3H3O2Zn", "method": "wB97M-V/def2-TZVPD", "elements": ["O", "C", "Zn", "H", "O", "C", "C", "H", "H"], "coordinates": [[1.14, 1.21, 0.06], [1.30, 0.53, 1.12], [-0.39, 1.24, -0.99], [-3.03, 0.68, 1.43], [0.41, -0.22, 1.58], [-1.61, -0.02, -0.10], [-2.89, 0.01, 0.56], [-3.42, -0.96, 0.67], [-3.39, 0.48, -0.33]], "nbo_charge": [-0.95, 0.74, 1.20, 0.25, -0.62, -0.30, -0.85, 0.24, 0.28], "e_lumo_ev": [-1.237, -1.467], "e_homo_ev": [-7.66, -8.84], "s_squared": 1.480, "total_charge": 0, "multiplicity": 2}

***

(2)
{"formula": "C4H6O2", "method": "wB97M-V/def2-TZVPD", "elements": ["H", "C", "H", "C", "H", "C", "H", "H", "O", "C", "O", "H"], "coordinates": [[-2.13, -0.11, 0.65], [0.98, -0.09, -0.39], [1.72, -1.48, 1.14], [0.86, -0.93, 0.73], [0.19, 1.58, 0.76], [0.63, 1.31, -0.23], [1.75, -0.29, -1.13], [-1.46, 0.49, -0.93], [0.78, 2.17, -1.08], [-1.50, -0.31, -0.20], [-0.24, -1.06, 1.31], [-1.55, -1.31, -0.61]], "nbo_charge": [0.20, -0.50, 0.18, 0.37, 0.11, 0.35, 0.24, 0.20, -0.58, -0.25, -0.53, 0.20], "e_lumo_ev": [-1.175, -1.177], "e_homo_ev": [-8.85, -8.85], "total_charge": 0}

***

(3)
{"formula": "C21H46NOP3STb", "method": "wB97M-V/def2-TZVPD", "elements": ["P", "C", "H", "C", "H", "Tb", "H", "H", "H", "C", "O", "H", "H", "H", "H", "C", "H", "C", "H", "H", "H", "H", "P", "H", "H", "H", "H", "C", "C", "H", "H", "H", "H", "H", "C", "C", "H", "C", "N", "C", "H", "H", "H", "P", "S", "H", "C", "H", "C", "H", "H", "C", "H", "H", "H", "H", "H", "H", "C", "H", "C", "H", "C", "H", "C", "H", "H", "H", "H", "C", "H", "H", "C", "C"], "coordinates": [[-0.65, 0.83, 0.68], [-2.30, 0.17, -6.10], [0.10, 1.91, 2.77], [1.19, -3.08, -1.62], [0.43, 1.81, -4.86], [-0.37, -2.05, -0.42], [-2.26, -1.99, -6.31], [-2.79, -3.80, -2.31], [2.84, 1.13, -2.34], [2.89, -2.84, 2.38], [0.81, -2.36, 1.25], [-1.00, 3.26, 0.32], [1.15, 0.55, 2.31], [0.32, -2.80, -3.49], [1.72, -3.80, 4.86], [-1.46, 1.24, -5.75], [1.29, 2.12, 1.46], [1.44, -2.54, 2.36], [3.30, -2.86, 1.35], [5.82, 0.21, -1.61], [-3.91, 0.59, -1.74], [2.02, -2.30, -3.51], [3.85, 1.56, -1.44], [-2.53, 0.25, -2.82], [3.44, -2.09, 2.97], [-4.56, -0.46, 0.12], [5.16, 0.62, -3.20], [-4.11, -1.46, 0.12], [-0.70, -2.35, 3.44], [-1.14, -3.09, 2.74], [-1.03, -2.56, 4.47], [2.23, -3.09, -1.27], [4.55, 0.26, 0.48], [-2.14, 1.94, 2.30], [3.66, 3.35, -1.30], [-3.41, -0.19, -2.34], [2.79, 0.02, 0.10], [-1.79, -1.12, -5.87], [0.75, -2.49, 3.49], [-0.30, 1.01, -5.00], [-1.00, -1.32, 3.15], [-3.30, 0.31, -6.56], [-4.44, -3.42, -1.72], [-2.94, -1.59, -1.29], [0.94, -0.43, -3.00], [0.17, 2.55, -0.84], [5.39, 1.02, -2.21], [-0.20, -2.35, -5.10], [1.38, -2.76, 4.78], [6.09, 1.85, -2.30], [-2.33, 0.16, 2.34], [3.61, 0.75, 0.17], [2.22, -2.07, 4.96], [3.06, -3.83, 2.85], [-1.70, 2.27, -6.03], [3.38, 3.63, -0.28], [-3.60, -1.63, 1.07], [-3.05, 1.09, 1.00], [-0.65, -1.34, -5.12], [-4.08, -0.56, -3.13], [-3.56, -3.02, -2.23], [-1.58, 2.28, -1.05], [-0.78, 2.38, -0.31], [-4.87, -2.24, -0.01], [-2.19, 1.02, 1.68], [0.58, -2.59, 5.52], [4.58, 3.88, -1.58], [2.84, 3.68, -1.97], [-3.81, -2.69, -3.25], [-0.06, -0.26, -4.46], [3.34, 1.52, 0.90], [0.93, -4.12, -1.88], [0.59, 1.41, 1.92], [1.09, -2.28, -2.91]], "lowdin_charge": [0.75, -0.05, 0.06, -0.37, 0.11, 1.26, 0.12, 0.04, -0.03, 0.04, -0.28, 0.07, 0.02, 0.06, 0.12, -0.05, 0.03, -0.42, 0.10, 0.07, 0.06, 0.09, 0.92, 0.03, 0.11, 0.05, 0.07, -0.25, 0.01, 0.11, 0.11, 0.05, 0.07, 0.07, -0.18, -0.24, 0.04, -0.07, -0.11, -0.10, 0.08, 0.13, 0.06, 0.69, 0.86, 0.03, -0.18, 0.11, 0.01, 0.07, 0.02, -0.19, 0.11, 0.12, 0.12, 0.06, 0.03, 0.04, -0.11, 0.06, -0.24, 0.04, -0.26, 0.06, -0.27, 0.11, 0.07, 0.07, 0.05, -0.54, 0.04, 0.08, -0.27, -0.56], "e_lumo_ev": [-9.068, -8.191], "e_homo_ev": [-15.56, -15.56], "s_squared": 12.605, "total_charge": 3, "multiplicity": 7}

***

(4)
{"formula": "C4H10NO", "method": "wB97M-V/def2-TZVPD", "elements": ["H", "H", "H", "H", "H", "H", "H", "C", "H", "C", "O", "C", "H", "N", "H", "C"], "coordinates": [[-0.01, -1.52, -1.48], [1.10, 0.53, -1.75], [2.60, -0.18, 0.86], [-2.44, -0.68, 1.22], [0.72, -1.77, 0.16], [-0.58, 1.12, 1.22], [2.70, 1.40, -0.04], [-1.46, 1.03, 0.57], [-1.90, 2.02, 0.38], [1.43, -0.07, -0.91], [-1.16, 0.44, -0.61], [2.25, 0.42, 0.01], [-3.36, 0.60, 1.12], [-2.43, 0.32, 1.43], [1.63, -2.18, -1.31], [0.90, -1.49, -0.87]], "nbo_charge": [0.23, 0.20, 0.19, 0.36, 0.21, 0.22, 0.20, -0.01, 0.20, -0.15, -0.27, -0.43, 0.35, -0.85, 0.22, -0.66], "e_lumo_ev": [1.054, -1.739], "e_homo_ev": [-9.43, -9.34], "s_squared": 0.754, "total_charge": 0, "multiplicity": 2}

***

(5)
{"formula": "C26H25FNO2", "method": "wB97M-V/def2-TZVPD", "elements": ["H", "H", "C", "H", "C", "H", "H", "H", "C", "C", "H", "H", "O", "C", "H", "O", "C", "C", "F", "C", "H", "C", "C", "C", "H", "C", "N", "H", "C", "C", "H", "C", "C", "C", "H", "C", "C", "H", "C", "H", "H", "H", "C", "C", "H", "H", "C", "H", "H", "H", "C", "C", "H", "H", "C"], "coordinates": [[-7.22, -2.25, -3.33], [-3.46, 0.99, 5.34], [-8.35, 0.53, -1.60], [-9.10, -1.60, -0.15], [-4.02, -0.86, 0.05], [0.81, -3.60, 1.28], [-3.07, -4.08, -0.54], [-2.74, -2.86, 1.58], [-5.25, 0.27, 4.34], [-6.53, -0.85, 0.27], [-0.19, -0.85, 5.28], [-8.57, 0.79, -0.56], [-7.51, -0.71, 1.00], [-7.57, -1.22, -3.20], [-1.96, 0.72, 3.32], [-6.55, -1.10, -1.05], [-0.98, -1.95, 3.60], [-5.78, -0.20, 3.12], [1.37, -2.03, -2.40], [-3.01, 0.43, 3.29], [-4.05, -1.09, -1.01], [1.62, -2.61, 3.00], [0.57, -2.97, 2.14], [-1.36, -2.81, -0.11], [-2.02, -1.84, 3.89], [-3.88, 0.62, 4.40], [-5.20, -0.76, 0.74], [-8.49, -1.11, -3.80], [-1.72, -3.96, -2.21], [-2.14, -3.65, -0.92], [-2.30, -4.64, -2.84], [-8.91, -1.83, -1.20], [1.39, -1.79, 4.12], [0.05, -1.50, 4.43], [-7.63, 1.26, -2.01], [-0.73, -2.42, 2.29], [-4.90, -0.36, 2.08], [0.47, -1.58, -0.07], [-0.15, -2.30, -0.61], [-9.29, 0.65, -2.17], [-6.82, -0.45, 2.98], [-9.85, -1.73, -1.76], [-1.82, -2.31, 1.23], [-7.86, -0.89, -1.74], [2.66, -2.88, 2.75], [-1.97, -0.41, 0.54], [-0.54, -3.43, -2.73], [2.22, -1.36, 4.69], [-6.83, -0.53, -3.63], [-0.17, -3.65, -3.74], [-3.52, -0.19, 2.16], [-2.90, -0.82, 0.96], [-5.90, 0.36, 5.22], [-8.58, -2.87, -1.29], [0.24, -2.62, -1.91]], "nbo_charge": [0.22, 0.24, -0.66, 0.25, 0.27, 0.23, 0.22, 0.24, -0.19, 0.92, 0.23, 0.24, -0.56, -0.63, 0.24, -0.52, -0.17, -0.21, -0.32, -0.18, 0.26, -0.22, -0.18, 0.01, 0.22, -0.19, -0.37, 0.24, -0.18, -0.24, 0.24, -0.66, -0.18, -0.23, 0.22, -0.10, 0.17, 0.25, -0.30, 0.24, 0.27, 0.24, -0.09, 0.28, 0.24, 0.31, -0.26, 0.23, 0.22, 0.25, -0.08, -0.35, 0.24, 0.22, 0.41], "e_lumo_ev": -5.288, "e_homo_ev": -11.81, "smiles": "CC(C)(C)OC(=O)[N+]1=C[C@H]([C@H](c2ccccc2)c2cccc(F)c2)c2ccccc21", "total_charge": 1}

***

(6)
{"formula": "C22H25Cl2N3O2", "method": "wB97M-V/def2-TZVPD", "elements": ["H", "H", "H", "C", "H", "C", "C", "N", "H", "C", "H", "C", "C", "H", "C", "H", "H", "H", "H", "C", "N", "C", "C", "C", "C", "H", "C", "O", "H", "O", "C", "Cl", "H", "H", "H", "C", "C", "C", "H", "H", "Cl", "H", "H", "H", "C", "C", "H", "C", "H", "C", "N", "H", "H", "C"], "coordinates": [[2.37, 0.56, -1.78], [1.42, -2.73, -0.74], [-2.79, -1.09, -2.18], [-2.07, -2.37, 1.46], [1.85, -0.76, -3.81], [0.24, -2.69, 2.96], [2.88, 1.53, 0.02], [0.91, 3.22, 0.25], [0.01, 0.06, -5.21], [2.02, -0.75, -0.25], [-0.09, 0.90, -0.94], [-1.78, -1.03, -2.54], [0.84, -0.83, -3.44], [2.61, -2.03, -1.86], [0.58, -1.39, -2.19], [2.92, 3.63, 0.28], [-2.97, -2.24, 0.87], [-2.20, 0.55, 3.21], [0.08, 3.25, -1.66], [-0.53, -1.54, 3.09], [-1.16, 1.28, 0.81], [-1.68, -1.36, 2.33], [0.56, 2.86, 1.60], [-0.07, 1.46, 1.75], [-0.82, 1.63, -0.56], [3.95, 1.63, -0.19], [1.70, -1.83, -1.29], [2.00, -0.96, 0.94], [-0.97, 3.77, -0.34], [-3.12, 0.43, 0.14], [-1.32, -3.52, 1.32], [0.81, -5.09, 1.86], [0.68, 0.67, 1.60], [-0.94, -1.91, -0.79], [-0.44, 1.38, 2.77], [-2.29, 0.58, 1.02], [-2.48, -0.09, 2.38], [-0.73, -1.49, -1.76], [-1.73, 1.57, -1.15], [2.77, 1.23, 1.07], [-2.79, 0.12, -4.77], [-3.55, -0.32, 2.46], [-1.62, -4.29, 0.63], [1.14, -2.81, 3.53], [-0.20, -0.37, -4.24], [-1.50, -0.47, -3.78], [-0.21, -0.78, 3.79], [-0.16, -3.66, 2.06], [1.44, 2.93, 2.24], [-0.21, 3.04, -0.63], [2.34, 0.45, -0.78], [2.27, 3.14, -1.29], [-0.18, 3.60, 1.94], [2.24, 2.92, -0.22]], "nbo_charge": [0.40, 0.25, 0.25, -0.24, 0.21, -0.19, -0.25, -0.46, 0.23, 0.70, 0.20, -0.20, -0.26, 0.23, 0.06, 0.19, 0.23, 0.22, 0.20, -0.22, -0.45, 0.07, -0.22, -0.25, -0.26, 0.19, -0.53, -0.63, 0.19, -0.65, -0.23, 0.00, 0.23, 0.23, 0.20, 0.71, -0.53, -0.24, 0.25, 0.23, 0.01, 0.25, 0.23, 0.23, -0.22, -0.05, 0.21, -0.05, 0.20, -0.21, -0.63, 0.19, 0.19, -0.21], "e_lumo_ev": 0.571, "e_homo_ev": -8.22, "smiles": "O=C(Cc1ccc(Cl)cc1)NCCN1CCN(C(=O)Cc2ccc(Cl)cc2)CC1", "total_charge": 0}

***

Number 1: calculated total energy -55665.5666 eV. Number 2: calculated total energy -8335.6704 eV. Number 3: calculated total energy -87170.6057 eV. Number 4: calculated total energy -7844.5082 eV. Number 5: calculated total energy -35662.1089 eV. Number 6: calculated total energy -56831.4667 eV.